{"formula": "C18H22Cl4N4O2", "method": "ωB97M-V with the def2-TZVPD basis set", "mol_weight_g_mol": 468.21, "orbital_gap_ev": 9.563, "total_energy_ev": -79163.221, "e_homo_ev": -9.420, "lumo_energy_ev": 0.14, "total_charge": 0, "species": ["C", "N", "O", "O", "H", "H", "H", "C", "C", "C", "N", "C", "C", "H", "H", "H", "H", "H", "C", "C", "C", "N", "C", "C", "H", "H", "H", "H", "H", "C", "C", "C", "N", "C", "C", "H", "H", "H", "H", "H", "Cl", "C", "Cl", "H", "H", "Cl", "C", "Cl", "H", "H"], "coordinates": [[5.53, 0.38, 4.46], [4.45, 0.09, 3.54], [3.40, 0.63, 3.88], [4.61, -0.57, 2.57], [5.30, -0.10, 5.41], [5.46, 1.45, 4.63], [6.45, 0.07, 3.96], [-0.22, -0.79, 0.86], [-0.91, -0.71, -0.35], [-0.29, 0.12, -1.32], [0.96, 0.61, -1.19], [1.61, 0.44, 0.03], [1.02, -0.27, 1.02], [-0.78, -1.26, 1.65], [-1.93, -1.02, -0.53], [-0.75, 0.28, -2.28], [2.61, 0.82, 0.13], [1.44, -0.34, 2.02], [-2.38, -1.87, -5.76], [-3.27, -1.10, -5.02], [-3.18, -1.11, -3.58], [-2.32, -1.92, -2.94], [-1.32, -2.52, -3.67], [-1.33, -2.54, -5.11], [-2.40, -1.73, -6.83], [-4.12, -0.56, -5.42], [-3.96, -0.65, -2.99], [-0.55, -3.02, -3.11], [-0.56, -3.10, -5.62], [-2.15, 1.33, 4.90], [-2.36, 1.29, 6.32], [-1.61, 0.30, 7.09], [-0.64, -0.44, 6.52], [-0.42, -0.31, 5.20], [-1.10, 0.60, 4.40], [-2.71, 1.99, 4.25], [-3.17, 1.92, 6.67], [-1.85, 0.14, 8.13], [0.43, -0.86, 4.82], [-0.89, 0.82, 3.36], [0.99, 0.67, -5.41], [1.91, -0.51, -4.51], [3.61, -0.58, -5.05], [1.96, -0.44, -3.42], [1.51, -1.51, -4.66], [-1.89, 4.17, -2.30], [-1.09, 3.21, -3.47], [-2.07, 1.95, -4.19], [-0.68, 3.87, -4.23], [-0.36, 2.69, -2.85]]}